## A
The following is a quantum chemistry calculation of the ion C5H12NS with charge -1, from the OMol25 dataset.

Calculated values
**Gap between HOMO and LUMO**: 0.2040 Ha
**HOMO level**: -2.14 eV
**Molar mass**: 118.22 Da
**SMILES string**: CN(C)CCC[S-]

```
! wB97M-V def2-TZVPD RIJCOSX def2/J DEFGRID3
* xyz -1 1
C -1.068 -0.487 -1.237
N -0.747 -0.415 0.164
C -1.607 -1.211 1.012
C 0.668 -0.652 0.405
C 1.589 0.518 -0.059
C 0.983 1.924 -0.002
S 2.276 3.213 -0.236
H -0.807 -1.457 -1.706
H -0.597 0.347 -1.751
H -2.142 -0.335 -1.348
H -1.354 -0.959 2.044
H -2.612 -0.836 0.911
H -1.609 -2.288 0.794
H 0.824 -0.744 1.475
H 0.982 -1.575 -0.112
H 2.504 0.530 0.537
H 1.946 0.321 -1.062
H 0.271 2.077 -0.804
H 0.501 2.030 0.976
*
```

## B
The following is a quantum chemistry calculation of the ion C5H12NS with charge -1, from the OMol25 dataset.

Calculated values
**Gap between HOMO and LUMO**: 0.2216 Ha
**HOMO level**: -2.37 eV
**Molar mass**: 118.22 Da
**SMILES string**: CCNCCC[S-]

```
! wB97M-V def2-TZVPD RIJCOSX def2/J DEFGRID3
* xyz -1 1
C -2.626 0.166 -0.112
C -2.057 1.646 -0.403
N -0.795 1.948 0.281
C 0.057 0.726 0.250
C 0.629 0.087 -0.972
C 1.919 -0.659 -0.466
S 1.606 -1.991 0.718
H -1.925 -0.590 -0.537
H -2.796 0.105 1.024
H -3.477 0.234 -0.823
H -2.859 2.387 -0.078
H -1.926 1.913 -1.440
H -0.969 1.967 1.325
H 1.012 1.036 0.762
H -0.497 -0.043 0.852
H -0.006 -0.681 -1.265
H 0.970 0.889 -1.685
H 2.511 0.216 0.020
H 2.291 -1.005 -1.376
*
```

Most stable: A

## A
The following is a quantum chemistry calculation of a cluster of 2 separate species, C5H12NS in total, from the OMol25 dataset.

Calculated values
**Gap between HOMO and LUMO**: 0.2328 Ha
**HOMO level**: -2.46 eV
**Molar mass**: 118.22 Da

```
! wB97M-V def2-TZVPD RIJCOSX def2/J DEFGRID3
* xyz -1 1
C -3.122 -0.083 -1.041
C -1.900 -0.051 -0.107
C -1.333 -1.205 0.246
H -2.884 0.483 -1.963
H -3.299 -1.126 -1.257
H -3.998 0.365 -0.529
H -1.588 0.968 0.238
H -0.422 -1.180 0.872
H -1.719 -2.202 -0.003
C 2.172 0.250 -0.266
C 2.282 -0.361 1.123
S 1.002 0.341 2.163
N 1.629 1.646 -0.432
H 1.380 -0.347 -0.774
H 3.140 0.043 -0.805
H 3.294 -0.230 1.477
H 2.099 -1.437 1.045
H 2.323 2.393 -0.325
H 0.945 1.732 0.338
*
```

## B
The following is a quantum chemistry calculation of the ion C5H12NS with charge -1, from the OMol25 dataset.

Calculated values
**Gap between HOMO and LUMO**: 0.2234 Ha
**HOMO level**: -2.41 eV
**Molar mass**: 118.22 Da
**SMILES string**: CCCNCC[S-]

```
! wB97M-V def2-TZVPD RIJCOSX def2/J DEFGRID3
* xyz -1 1
C -0.534 2.147 1.202
C -1.142 0.790 1.548
C -1.125 -0.130 0.312
N 0.248 -0.319 -0.111
C 0.424 -0.947 -1.450
C 1.862 -1.407 -1.630
S 2.148 -2.959 -0.660
H 0.158 2.187 0.375
H -1.338 2.905 1.263
H -0.019 2.559 2.090
H -0.528 0.292 2.309
H -2.155 0.864 1.927
H -1.563 -1.100 0.546
H -1.772 0.381 -0.413
H 0.795 -0.928 0.492
H 0.194 -0.097 -2.115
H -0.196 -1.842 -1.544
H 1.854 -1.670 -2.698
H 2.689 -0.727 -1.444
*
```

Most stable: B

## A
The following is a quantum chemistry calculation of a cluster of 2 separate species, CHBrClNO2 in total, from the OMol25 dataset.

Calculated values
**Gap between HOMO and LUMO (alpha / beta)**: 0.3536 / 0.2627 Ha
**HOMO level (alpha / beta)**: -10.24 / -8.50 eV
**Molar mass**: 174.38 Da

```
! wB97M-V def2-TZVPD RIJCOSX def2/J DEFGRID3
* xyz 0 1
C 0.631 1.252 0.307
N -0.478 -1.750 -0.556
O -0.888 -1.942 0.550
O -0.636 -2.182 -1.647
Cl 0.442 0.722 1.884
Br -0.691 2.154 -0.510
H 1.621 1.746 -0.028
*
```

## B
The following is a quantum chemistry calculation of the molecule CHBrClNO2, from the OMol25 dataset.

Calculated values
**Gap between HOMO and LUMO**: 0.3229 Ha
**HOMO level**: -9.12 eV
**Molar mass**: 174.38 Da
**SMILES string**: [O-]/[N+](=C\Cl)OBr

```
! wB97M-V def2-TZVPD RIJCOSX def2/J DEFGRID3
* xyz 0 1
O 0.610 1.356 0.478
N 0.131 0.283 0.154
C -0.988 -0.143 -0.352
Cl -2.294 0.826 -0.220
O 1.014 -0.836 0.122
Br 2.662 -0.402 0.613
H -1.135 -1.084 -0.794
*
```

Most stable: B

## A
The following is a quantum chemistry calculation of the molecule C20H20N2O3, from the OMol25 dataset.

Calculated values
**Gap between HOMO and LUMO**: 0.2779 Ha
**HOMO level**: -8.28 eV
**Molar mass**: 336.39 Da
**SMILES string**: O=C(CCCCCN1C(=O)c2ccccc2C1=O)Nc1ccccc1

```
! wB97M-V def2-TZVPD RIJCOSX def2/J DEFGRID3
* xyz 0 1
O -0.465 -4.161 -0.993
C 0.101 -3.233 -0.459
C 1.539 -2.853 -0.785
C 1.753 -2.682 -2.293
C 0.763 -1.729 -2.973
C 0.501 -0.415 -2.238
C 1.765 0.397 -1.951
N 1.480 1.480 -1.031
C 1.480 2.822 -1.402
O 1.734 3.230 -2.504
C 1.122 3.569 -0.172
C 0.982 4.922 0.052
C 0.636 5.331 1.337
C 0.439 4.411 2.355
C 0.580 3.045 2.128
C 0.923 2.641 0.855
C 1.151 1.289 0.295
O 1.078 0.213 0.847
N -0.453 -2.424 0.488
C -1.736 -2.462 1.039
C -2.077 -1.451 1.936
C -3.328 -1.430 2.521
C -4.254 -2.415 2.221
C -3.917 -3.419 1.329
C -2.668 -3.450 0.736
H 1.825 -1.953 -0.243
H 2.176 -3.672 -0.440
H 1.647 -3.658 -2.769
H 2.778 -2.342 -2.462
H -0.195 -2.241 -3.075
H 1.132 -1.514 -3.979
H -0.179 0.195 -2.839
H -0.002 -0.628 -1.295
H 2.159 0.848 -2.864
H 2.534 -0.233 -1.500
H 1.137 5.632 -0.744
H 0.519 6.384 1.544
H 0.171 4.759 3.341
H 0.430 2.325 2.917
H 0.118 -1.660 0.834
H -1.351 -0.683 2.168
H -3.581 -0.641 3.216
H -5.231 -2.399 2.679
H -4.634 -4.190 1.090
H -2.408 -4.231 0.042
*
```

## B
The following is a quantum chemistry calculation of the molecule C20H20N2O3, from the OMol25 dataset.

Calculated values
**Gap between HOMO and LUMO**: 0.2687 Ha
**HOMO level**: -6.70 eV
**Molar mass**: 336.39 Da
**SMILES string**: COc1cc(OC)c(C2Nc3cccc4cccc(c34)N2)c(OC)c1

```
! wB97M-V def2-TZVPD RIJCOSX def2/J DEFGRID3
* xyz 0 1
C -2.605 2.054 -5.027
O -2.523 0.736 -4.542
C -1.943 0.517 -3.331
C -1.889 -0.815 -2.931
C -1.323 -1.148 -1.712
O -1.204 -2.430 -1.264
C -1.719 -3.474 -2.058
C -0.819 -0.153 -0.861
C -0.206 -0.584 0.453
N -0.338 0.408 1.488
C 0.400 0.294 2.636
C 0.056 0.941 3.806
C 0.858 0.810 4.942
C 1.992 0.043 4.928
C 2.393 -0.615 3.746
C 3.573 -1.382 3.657
C 3.938 -1.958 2.470
C 3.153 -1.812 1.322
C 1.984 -1.084 1.373
C 1.587 -0.482 2.592
N 1.209 -0.845 0.258
C -0.850 1.178 -1.288
O -0.313 2.102 -0.454
C -0.285 3.453 -0.841
C -1.421 1.510 -2.517
H -1.613 2.497 -5.160
H -3.097 1.980 -5.996
H -3.203 2.690 -4.367
H -2.292 -1.553 -3.602
H -1.213 -3.527 -3.027
H -1.523 -4.387 -1.499
H -2.796 -3.367 -2.215
H -0.723 -1.525 0.764
H -1.232 0.867 1.554
H -0.837 1.549 3.840
H 0.564 1.322 5.848
H 2.601 -0.058 5.814
H 4.189 -1.497 4.537
H 4.846 -2.541 2.408
H 3.465 -2.266 0.392
H 1.406 -1.424 -0.546
H -1.294 3.862 -0.969
H 0.210 3.975 -0.024
H 0.288 3.602 -1.762
H -1.449 2.538 -2.832
*
```

Most stable: A

## A
The following is a quantum chemistry calculation of the molecule C3H4BrNO, from the OMol25 dataset.

Calculated values
**Gap between HOMO and LUMO (alpha / beta)**: 0.2515 / 0.2209 Ha
**HOMO level (alpha / beta)**: -6.61 / -9.58 eV
**Molar mass**: 149.98 Da
**Expectation value of S²**: 2.01

```
! wB97M-V def2-TZVPD RIJCOSX def2/J DEFGRID3
* xyz 0 3
C 0.818 -0.368 0.335
C -0.620 -0.686 -0.089
C 0.971 1.018 -0.347
N -1.498 0.007 0.560
O 0.623 2.042 0.218
Br -3.237 -0.311 0.103
H 0.723 -0.194 1.360
H -0.714 -1.538 -0.806
H 1.279 0.995 -1.471
H 1.655 -0.965 0.138
*
```

## B
The following is a quantum chemistry calculation of a cluster of 2 separate species, C3H4BrNO in total, from the OMol25 dataset.

Calculated values
**Gap between HOMO and LUMO (alpha / beta)**: 0.2568 / 0.3229 Ha
**HOMO level (alpha / beta)**: -6.60 / -9.92 eV
**Molar mass**: 149.98 Da
**Expectation value of S²**: 2.03

```
! wB97M-V def2-TZVPD RIJCOSX def2/J DEFGRID3
* xyz 0 3
C -0.832 0.622 0.939
C -1.193 -0.301 0.049
C -0.894 -1.614 0.013
N 1.781 0.462 -1.101
O -0.680 -2.748 0.173
Br 2.741 1.188 0.237
H -1.106 1.626 0.797
H -0.517 0.283 1.961
H -1.618 -0.077 -1.022
H 2.317 0.558 -2.046
*
```

Most stable: B

## A
The following is a quantum chemistry calculation of a structure of composition C3H9O3, from the OMol25 dataset.

Calculated values
**Gap between HOMO and LUMO**: 0.2130 Ha
**HOMO level**: -2.48 eV
**Molar mass**: 93.10 Da

```
! wB97M-V def2-TZVPD RIJCOSX def2/J DEFGRID3
* xyz -1 1
C 0.557 -0.344 0.478
C -0.027 -0.405 -0.881
O -1.658 -0.617 -0.567
C 2.057 0.129 0.438
O 2.971 -0.205 1.375
H 0.062 0.283 1.216
H 0.505 -1.355 0.903
H 0.129 -1.140 -1.687
H 0.012 0.580 -1.365
H -1.362 -1.511 -0.771
H 1.983 1.259 0.408
H 2.381 -0.120 -0.614
H -3.001 1.322 0.993
H -2.202 0.500 -0.216
O -2.408 1.625 0.291
*
```

## B
The following is a quantum chemistry calculation of a structure of composition C3H9O3, from the OMol25 dataset.

Calculated values
**Gap between HOMO and LUMO**: 0.2555 Ha
**HOMO level**: -3.35 eV
**Molar mass**: 93.10 Da

```
! wB97M-V def2-TZVPD RIJCOSX def2/J DEFGRID3
* xyz -1 1
C 0.572 1.257 0.234
O 1.964 1.077 0.171
C -0.234 -0.074 -0.001
C -1.692 -0.038 -0.237
O -2.134 -1.390 -0.422
H 0.312 1.693 1.199
H -0.003 2.009 -0.378
H -0.039 -0.686 0.996
H 0.136 -0.650 -0.696
H -2.043 0.407 0.750
H -1.901 0.534 -1.151
H -2.689 -1.465 -1.203
H 3.047 -1.238 0.735
H 2.269 -0.182 -0.020
O 2.435 -1.254 0.022
*
```

## C
The following is a quantum chemistry calculation of a structure of composition C3H9O3, from the OMol25 dataset.

Calculated values
**Gap between HOMO and LUMO**: 0.2984 Ha
**HOMO level**: -3.89 eV
**Molar mass**: 93.10 Da

```
! wB97M-V def2-TZVPD RIJCOSX def2/J DEFGRID3
* xyz -1 1
C 0.967 0.202 -0.716
C 0.174 -0.999 -0.308
O -0.754 -0.642 0.687
C 1.543 0.773 0.556
O 0.385 1.558 0.971
H 0.208 0.972 -1.090
H 1.580 0.038 -1.717
H -0.408 -1.437 -1.288
H 0.883 -1.832 -0.005
H -0.461 0.992 0.911
H 1.895 0.156 1.414
H 2.454 1.332 0.436
H -3.535 0.021 -0.229
H -1.956 -0.426 0.297
O -2.975 -0.711 0.081
*
```

Most stable: C

## A
The following is a quantum chemistry calculation of the molecule C4H10ClN, from the OMol25 dataset.

Calculated values
**Gap between HOMO and LUMO**: 0.3332 Ha
**HOMO level**: -8.17 eV
**Molar mass**: 107.58 Da
**SMILES string**: CN(C)CCCl

```
! wB97M-V def2-TZVPD RIJCOSX def2/J DEFGRID3
* xyz 0 1
C 1.205 0.221 -0.992
N -0.166 -0.174 -0.765
C -1.193 0.861 -1.048
C -0.442 -0.993 0.469
C 0.255 -0.458 1.828
Cl -0.250 1.174 2.246
H 1.908 -0.603 -0.817
H 1.339 1.210 -0.222
H 1.420 0.561 -2.239
H -2.024 0.444 -1.146
H -1.090 1.784 -0.339
H -0.832 1.153 -2.171
H -0.054 -2.130 0.197
H -1.590 -1.106 0.675
H 1.432 -0.705 1.705
H 0.081 -1.241 2.618
*
```

## B
The following is a quantum chemistry calculation of the molecule C4H10ClN, from the OMol25 dataset.

Calculated values
**Gap between HOMO and LUMO**: 0.3791 Ha
**HOMO level**: -9.40 eV
**Molar mass**: 107.58 Da
**SMILES string**: CC(C)(Cl)CN

```
! wB97M-V def2-TZVPD RIJCOSX def2/J DEFGRID3
* xyz 0 1
C 0.608 1.001 0.872
C -0.285 0.295 -0.084
C -0.393 1.034 -1.409
Cl -1.956 0.308 0.679
C 0.136 -1.119 -0.229
N 0.197 -1.792 1.077
H 0.488 0.603 1.861
H 0.367 2.095 0.891
H 1.658 0.974 0.572
H -0.866 1.964 -1.287
H 0.649 1.293 -1.668
H -0.871 0.473 -2.195
H -0.597 -1.610 -0.896
H 1.124 -1.064 -0.731
H 0.437 -2.770 1.045
H -0.696 -1.685 1.503
*
```

Most stable: B

## A
The following is a quantum chemistry calculation of the molecule C3H5N3O4, from the OMol25 dataset.

Calculated values
**Gap between HOMO and LUMO**: 0.3766 Ha
**HOMO level**: -10.66 eV
**Molar mass**: 147.09 Da
**SMILES string**: C=CCN([N+](=O)[O-])[N+](=O)[O-]

```
! wB97M-V def2-TZVPD RIJCOSX def2/J DEFGRID3
* xyz 0 1
C -1.581 0.248 -1.244
C -1.576 0.142 0.066
C -0.520 -0.445 0.970
N 0.887 -0.204 0.245
N 1.089 1.194 0.056
O 0.356 1.897 0.696
O 1.878 1.525 -0.760
N 1.763 -1.207 -0.126
O 1.194 -2.260 -0.210
O 2.912 -0.934 -0.237
H -2.337 0.915 -1.555
H -0.928 -0.345 -1.856
H -2.168 0.800 0.789
H -0.433 -1.443 1.236
H -0.534 0.119 1.930
*
```

## B
The following is a quantum chemistry calculation of the molecule C3H5N3O4, from the OMol25 dataset.

Calculated values
**Gap between HOMO and LUMO (alpha / beta)**: 0.3068 / 0.3068 Ha
**HOMO level (alpha / beta)**: -8.97 / -8.97 eV
**Molar mass**: 147.09 Da
**SMILES string**: O=CC/C=[N+]([O-])\N=[N+](/[O-])O

```
! wB97M-V def2-TZVPD RIJCOSX def2/J DEFGRID3
* xyz 0 1
O -1.668 -2.858 0.070
C -0.873 -2.258 0.767
C -0.919 -0.751 1.108
C 0.488 -0.346 1.181
N 0.967 0.544 0.365
O 2.214 0.864 0.342
N 0.095 1.136 -0.523
N 0.529 1.582 -1.608
O 1.544 1.520 -2.237
O -0.483 2.348 -2.161
H -0.071 -2.879 1.110
H -1.416 -0.651 2.077
H -1.559 -0.178 0.534
H 1.112 -0.999 1.856
H 0.042 2.925 -2.881
*
```

Most stable: B